Entry 1:
Below is 9 unconnected molecules or ions with the total composition C12H45N3O9, with properties calculated with ωB97M-V with the def2-TZVPD basis set.

energy above the lowest of the compared OMol25 structures with the same formula, charge and spin	24.2	kcal per mole
highest occupied orbital energy	-9.182	eV
SMILES	COC[C@H](C)N.COC[C@H](C)N.COC[C@H](C)N.O.O.O.O.O.O
calculated total energy	-36070.622	eV
gap between HOMO and LUMO	9.4	eV
LUMO energy	0.23	eV

Last column: Mulliken charge in e.
Geometry (Å):
O (-22.74, 6.51, -20.48)  -0.6506
O (-24.43, 7.74, -22.44)  -0.6937
O (-15.27, 7.18, -20.60)  -0.4021
O (-23.80, 10.47, -22.30)  -0.7096
O (-25.88, 8.75, -20.20)  -0.5912
O (-27.26, 9.57, -17.59)  -0.2100
O (-23.46, 8.25, -17.50)  -0.5716
O (-18.88, 9.45, -16.51)  -0.1848
O (-22.51, 9.22, -19.89)  -0.4714
N (-21.80, 10.15, -15.91)  -0.5871
N (-29.45, 7.80, -16.96)  -0.5714
N (-17.73, 6.64, -21.81)  -0.6531
C (-28.39, 9.99, -16.88)  -0.8722
C (-26.05, 10.18, -17.19)  -0.4277
C (-14.66, 8.01, -21.55)  -0.7216
C (-19.40, 10.76, -16.31)  -0.8288
C (-21.30, 12.14, -17.24)  -1.6063
C (-29.58, 9.20, -17.34)  0.5255
C (-17.67, 7.80, -20.91)  0.3836
C (-17.83, 9.13, -15.61)  -0.8720
C (-16.41, 7.77, -20.01)  -0.5034
C (-30.88, 9.83, -16.81)  -1.5056
C (-18.88, 7.73, -20.02)  -1.2084
C (-20.83, 10.74, -16.85)  1.1239
H (-26.15, 11.27, -17.15)  0.3404
H (-16.23, 8.77, -19.60)  0.3837
H (-31.75, 9.42, -17.33)  0.3759
H (-18.85, 11.45, -16.96)  0.2989
H (-31.02, 9.61, -15.75)  0.3306
H (-19.81, 8.10, -20.47)  0.2622
H (-25.66, 9.81, -16.23)  0.2911
H (-22.61, 6.16, -19.59)  0.2427
H (-28.24, 9.81, -15.80)  0.3575
H (-21.69, 9.15, -15.91)  0.3401
H (-29.65, 9.21, -18.43)  0.2010
H (-17.68, 8.72, -21.49)  0.2509
H (-25.54, 9.63, -19.98)  0.2882
H (-22.37, 8.37, -20.32)  0.3523
H (-22.44, 5.80, -21.07)  0.2923
H (-22.34, 12.09, -17.57)  0.3250
H (-16.65, 7.12, -19.16)  0.2881
H (-19.10, 6.76, -19.57)  0.3589
H (-16.86, 6.58, -22.33)  0.2914
H (-17.69, 5.80, -21.23)  0.2941
H (-19.46, 11.03, -15.25)  0.3947
H (-21.68, 10.51, -14.97)  0.2074
H (-23.34, 10.29, -21.47)  0.3034
H (-15.31, 8.21, -22.41)  0.3074
H (-18.80, 8.44, -19.17)  0.1399
H (-14.36, 8.97, -21.11)  0.2995
H (-26.52, 8.54, -19.52)  0.3052
H (-16.91, 9.67, -15.87)  0.3172
H (-23.89, 7.22, -21.82)  0.3322
H (-22.77, 9.00, -18.97)  0.2763
H (-25.12, 8.15, -21.90)  0.4234
H (-20.64, 12.58, -17.98)  0.3939
H (-18.14, 9.24, -14.57)  0.3554
H (-30.90, 10.92, -16.93)  0.3718
H (-25.36, 9.95, -18.00)  -0.1401
H (-30.30, 7.27, -17.02)  0.2302
H (-21.25, 12.83, -16.38)  0.3631
H (-20.84, 10.14, -17.76)  -0.2202
H (-28.57, 11.07, -16.96)  0.3820
H (-23.60, 8.85, -16.76)  0.2241
H (-24.31, 7.81, -17.65)  0.2999
H (-17.61, 8.06, -15.74)  0.2320
H (-13.77, 7.51, -21.92)  0.2435
H (-23.83, 9.58, -22.68)  0.3844
H (-29.04, 7.68, -16.04)  0.2176



Entry 2:
Below is 13 unconnected molecules or ions with the total composition C12H46O15, with properties calculated with ωB97M-V with the def2-TZVPD basis set.

energy above the lowest of the compared OMol25 structures with the same formula, charge and spin	12.0	kcal per mole
highest occupied orbital energy	-9.965	eV
calculated total energy	-43899.453	eV
gap between HOMO and LUMO	10.0	eV
LUMO energy	0.06	eV

Last column: Mulliken charge in e.
Geometry (Å):
O (-12.71, 6.82, -9.21)  -0.4846
O (-13.89, 12.53, -10.66)  -0.4964
O (-19.84, 5.91, -11.04)  -0.3866
O (-17.82, 10.25, -7.52)  -0.5821
O (-17.73, 8.52, -14.29)  -0.5145
O (-16.12, 4.23, -12.60)  -0.5157
O (-17.47, 8.28, -8.56)  -0.3905
O (-10.80, 11.73, -9.51)  -0.5794
O (-16.65, 10.17, -9.42)  -0.3421
O (-12.28, 9.84, -15.31)  -0.5545
O (-16.62, 12.43, -11.57)  -0.7120
O (-14.87, 11.60, -6.51)  -0.6544
O (-19.92, 9.45, -12.54)  -0.5136
O (-17.82, 12.28, -4.02)  -0.5018
O (-13.37, 8.90, -7.12)  -0.6237
C (-16.29, 9.17, -10.41)  1.5865
C (-11.32, 10.60, -10.20)  -0.1165
C (-16.61, 4.52, -11.32)  0.0509
C (-20.37, 4.69, -10.50)  -0.5910
C (-18.89, 12.21, -4.93)  -0.3941
C (-16.48, 9.19, -14.40)  -0.2111
C (-17.36, 9.62, -8.41)  0.5895
C (-16.85, 7.86, -9.78)  0.0020
C (-11.55, 7.09, -9.99)  -0.3000
C (-12.63, 9.34, -14.02)  -0.2645
C (-14.81, 9.22, -10.58)  -0.8639
C (-19.94, 9.78, -11.15)  -0.2257
H (-15.75, 8.46, -14.75)  0.1543
H (-11.74, 8.97, -13.52)  0.2219
H (-14.42, 8.56, -11.35)  0.4316
H (-13.36, 8.53, -14.11)  0.1427
H (-11.85, 9.98, -9.49)  0.0426
H (-18.99, 10.23, -10.87)  -0.1170
H (-19.81, 12.69, -4.56)  0.2909
H (-13.56, 13.34, -10.27)  0.2497
H (-16.53, 9.99, -15.14)  0.3159
H (-14.28, 8.97, -9.66)  -0.1459
H (-20.73, 4.89, -9.49)  0.2343
H (-10.47, 10.08, -10.67)  0.3070
H (-14.13, 11.96, -7.00)  0.3190
H (-13.06, 10.14, -13.41)  0.1447
H (-17.41, 12.36, -12.11)  0.3220
H (-15.60, 11.56, -7.14)  0.2942
H (-16.85, 12.04, -10.72)  0.2909
H (-13.97, 9.49, -7.58)  0.2875
H (-17.16, 5.46, -11.22)  -0.2408
H (-10.66, 7.24, -9.37)  0.2966
H (-18.25, 8.89, -13.57)  0.3044
H (-17.57, 7.42, -10.46)  -0.1280
H (-20.74, 10.47, -10.90)  0.4332
H (-14.53, 10.25, -10.83)  -0.0318
H (-20.05, 8.85, -10.58)  0.1976
H (-16.05, 7.17, -9.51)  0.2770
H (-19.84, 5.93, -12.00)  0.2684
H (-13.85, 8.65, -6.32)  0.2990
H (-12.96, 9.58, -15.93)  0.3080
H (-12.01, 10.88, -11.00)  0.0546
H (-11.36, 6.23, -10.63)  0.2903
H (-14.78, 12.74, -10.97)  0.2956
H (-19.64, 3.90, -10.51)  0.1881
H (-11.72, 7.99, -10.58)  -0.0951
H (-17.69, 11.43, -3.61)  0.3036
H (-16.14, 9.59, -13.44)  -0.0195
H (-17.23, 3.68, -11.01)  0.2297
H (-19.12, 11.19, -5.24)  0.1596
H (-10.74, 12.48, -10.10)  0.3146
H (-21.26, 4.44, -11.08)  0.2887
H (-18.62, 12.73, -5.86)  0.1508
H (-12.69, 7.35, -8.40)  0.3012
H (-15.67, 5.00, -12.95)  0.2806
H (-16.84, 9.41, -11.32)  -0.4572
H (-15.81, 4.58, -10.56)  0.2716
H (-20.82, 9.42, -12.87)  0.2628



- Which formula does entry 1 have?
  C12H45N3O9